{"formula": "C12H23FNO8", "method": "ωB97M-V/def2-TZVPD", "symbols": ["O", "C", "O", "C", "C", "C", "N", "F", "H", "H", "H", "H", "H", "H", "H", "C", "C", "O", "C", "O", "O", "C", "H", "H", "H", "H", "H", "H", "H", "H", "C", "C", "O", "C", "O", "O", "C", "H", "H", "H", "H", "H", "H", "H", "H"], "positions_angstrom": [[5.227301, 0.865343, -0.195242], [4.289529, 0.815778, -0.941003], [4.417059, 0.103156, -2.111158], [2.954729, 1.467514, -0.742370], [2.043064, 0.573587, 0.120676], [0.528420, 0.688442, -0.277099], [0.214086, 1.870168, -1.019689], [-0.618524, 1.310777, -2.178381], [3.546797, -0.232102, -2.361199], [3.136215, 2.420848, -0.249084], [2.439636, 1.671552, -1.682105], [2.185638, 0.820447, 1.173066], [2.355464, -0.472173, 0.013169], [0.270322, -0.193413, -0.873719], [-0.040986, 0.571045, 0.674713], [-1.069765, 2.264150, 7.026757], [-2.206601, 2.271678, 6.027133], [-2.011661, 3.254465, 5.002649], [-1.151247, 2.894826, 4.032215], [-0.584681, 1.835059, 3.969588], [-1.049693, 3.901307, 3.181300], [-0.168568, 3.672134, 2.061290], [-0.926102, 3.261130, 7.445689], [-1.293925, 1.573341, 7.841055], [-0.142593, 1.948925, 6.551104], [-3.142607, 2.558053, 6.505200], [-2.335453, 1.291483, 5.568608], [-0.438039, 2.772743, 1.510816], [0.860371, 3.602295, 2.410994], [-0.287281, 4.533851, 1.413882], [-1.068149, -5.893065, -3.409677], [-0.416196, -5.170701, -4.569092], [-1.193659, -4.047579, -5.004661], [-1.073512, -2.947892, -4.237911], [-0.358907, -2.851860, -3.275100], [-1.862779, -2.012257, -4.738789], [-1.878322, -0.762386, -4.013742], [-2.087354, -6.183597, -3.668340], [-0.501115, -6.792441, -3.164820], [-1.100487, -5.254375, -2.528608], [-0.354650, -5.815684, -5.444788], [0.588609, -4.837060, -4.310898], [-0.878076, -0.371642, -3.850894], [-2.362204, -0.893880, -3.048943], [-2.454104, -0.081992, -4.632590]], "atomic_forces_ev_per_a": [[0.2, 0.2, 0.0], [-0.1, 0.0, -0.2], [0.1, -0.4, 0.3], [0.1, -0.2, 0.2], [-0.1, 0.0, -0.1], [0.0, 0.0, 0.0], [0.0, 0.1, 0.1], [0.0, 0.0, -0.1], [-0.1, 0.3, -0.2], [-0.1, 0.0, 0.0], [0.0, 0.0, 0.0], [0.0, 0.0, 0.0], [0.0, 0.0, 0.1], [0.0, 0.0, -0.1], [0.0, -0.1, 0.0], [0.1, 0.1, 0.0], [-0.1, -0.1, 0.1], [0.0, 0.0, 0.0], [0.0, 0.0, 0.0], [0.0, 0.0, 0.0], [0.0, 0.0, 0.0], [0.1, -0.1, -0.2], [0.0, 0.0, 0.0], [0.0, 0.0, 0.0], [0.0, 0.0, 0.0], [0.0, 0.0, 0.0], [0.0, 0.0, 0.0], [0.0, 0.0, 0.0], [0.0, 0.0, 0.0], [0.0, 0.0, 0.0], [-0.1, 0.1, 0.0], [0.1, -0.1, 0.0], [0.0, 0.0, 0.0], [0.0, 0.0, -0.1], [0.0, 0.0, 0.0], [0.0, 0.0, 0.0], [0.0, 0.1, 0.1], [0.0, 0.0, 0.0], [0.0, 0.0, 0.0], [0.0, 0.0, 0.0], [0.0, 0.0, 0.0], [0.0, 0.0, 0.0], [0.0, 0.0, 0.0], [0.0, 0.0, 0.0], [0.0, 0.0, 0.0]], "energy_ev": -33403.432, "total_charge": -1, "largest_force_ha_per_bohr": 0.0105, "gap_ev": 5.085, "lumo_energy_ev": 2.755}


{"formula": "C44H111F4HgN9O24S4", "method": "ωB97M-V/def2-TZVPD", "symbols": ["Hg", "N", "S", "O", "O", "F", "S", "O", "O", "F", "N", "S", "O", "O", "F", "S", "O", "O", "F", "C", "C", "O", "O", "H", "H", "H", "H", "H", "H", "C", "O", "C", "C", "N", "C", "C", "O", "C", "H", "H", "H", "H", "H", "H", "H", "H", "H", "H", "H", "H", "H", "H", "H", "C", "O", "C", "C", "N", "C", "C", "O", "C", "H", "H", "H", "H", "H", "H", "H", "H", "H", "H", "H", "H", "H", "H", "H", "C", "O", "C", "C", "N", "C", "C", "O", "C", "H", "H", "H", "H", "H", "H", "H", "H", "H", "H", "H", "H", "H", "H", "H", "C", "O", "C", "C", "N", "C", "C", "O", "C", "H", "H", "H", "H", "H", "H", "H", "H", "H", "H", "H", "H", "H", "H", "H", "C", "O", "C", "C", "N", "C", "C", "O", "C", "H", "H", "H", "H", "H", "H", "H", "H", "H", "H", "H", "H", "H", "H", "H", "C", "O", "C", "C", "N", "C", "C", "O", "C", "H", "H", "H", "H", "H", "H", "H", "H", "H", "H", "H", "H", "H", "H", "H", "C", "O", "C", "C", "N", "C", "C", "O", "C", "H", "H", "H", "H", "H", "H", "H", "H", "H", "H", "H", "H", "H", "H", "H"], "positions_angstrom": [[-1.194857, -3.712697, -0.352876], [-0.647845, -1.573671, 0.062621], [0.798708, -1.020641, 0.498583], [1.013040, -0.929462, 1.899092], [1.368720, -0.046155, -0.354419], [1.595444, -2.339995, 0.084228], [-1.617128, -0.264776, 0.364965], [-1.448737, 0.757548, -0.598444], [-1.911114, 0.009363, 1.717834], [-2.982017, -0.964292, -0.102684], [-0.006465, -5.299626, -1.378388], [1.121147, -4.817960, -2.499033], [0.763521, -5.225943, -3.796393], [2.467611, -4.866916, -2.063289], [0.742108, -3.277818, -2.421132], [-0.072607, -6.896707, -1.619934], [1.192238, -7.529685, -1.588732], [-1.025069, -7.335359, -2.571738], [-0.704255, -7.235085, -0.185263], [0.719592, -4.057545, 2.819299], [2.171656, -4.372308, 2.850902], [2.319926, -5.769417, 2.607946], [0.213123, -4.406824, 1.501489], [0.555080, -3.011929, 3.072981], [0.163425, -4.640792, 3.562832], [2.658559, -4.074600, 3.785033], [2.663631, -3.769474, 2.076522], [3.209930, -5.919231, 2.275740], [0.667373, -5.257658, 1.365780], [9.591416, 0.221926, -7.748669], [9.354094, -0.320816, -6.473593], [10.050874, 0.384289, -5.478491], [9.635608, -0.114354, -4.128134], [8.163733, -0.031322, -4.033747], [7.659944, -0.779047, -2.896609], [6.179984, -0.559081, -2.716410], [5.762411, -1.383972, -1.652027], [4.369760, -1.440574, -1.550738], [10.659866, 0.279800, -7.996814], [9.169381, 1.230589, -7.836809], [9.132015, -0.411609, -8.505984], [9.823532, 1.461261, -5.471768], [11.133458, 0.275768, -5.624617], [10.053371, 0.517981, -3.344108], [9.944179, -1.161908, -3.981972], [7.842272, -0.459082, -4.897055], [8.154009, -0.414904, -1.990514], [7.861403, -1.857123, -2.976776], [5.608022, -0.854649, -3.611641], [5.955603, 0.500557, -2.541809], [3.874385, -0.478569, -1.373956], [4.125255, -2.112924, -0.727195], [3.925319, -1.912774, -2.441217], [-1.410097, 5.217734, 7.769580], [-2.437801, 4.387437, 7.250028], [-2.645723, 3.221158, 8.004505], [-3.618366, 2.351564, 7.257908], [-4.875079, 3.078115, 7.045545], [-5.809497, 2.469887, 6.115186], [-5.475127, 2.633834, 4.641563], [-4.324611, 1.880353, 4.269919], [-4.539757, 0.506866, 4.083334], [-0.433031, 4.899376, 7.402651], [-1.451153, 5.247226, 8.862707], [-1.635757, 6.228465, 7.429235], [-3.060475, 3.449005, 8.997929], [-1.718591, 2.656084, 8.178262], [-3.839632, 1.470531, 7.871799], [-3.160730, 2.005520, 6.323347], [-4.605386, 3.981908, 6.666190], [-6.799395, 2.901759, 6.322842], [-6.020714, 1.427940, 6.382267], [-5.226410, 3.673808, 4.429083], [-6.319153, 2.300993, 4.016397], [-3.591947, 0.074007, 3.768254], [-5.289033, 0.356383, 3.294290], [-4.856085, 0.018188, 5.013074], [-2.423866, -3.143418, 2.870512], [-2.801805, -3.306846, 1.516696], [-4.035661, -3.961937, 1.343583], [-4.323399, -4.020778, -0.139433], [-3.274486, -4.847239, -0.749586], [-3.319649, -4.871280, -2.238028], [-3.227618, -3.498097, -2.874750], [-2.180704, -2.767291, -2.271957], [-1.999574, -1.510587, -2.902753], [-3.208400, -2.600715, 3.414266], [-1.516401, -2.546533, 2.880538], [-2.309560, -4.109452, 3.373779], [-4.835386, -3.440003, 1.887253], [-4.028363, -4.970487, 1.791100], [-4.237802, -2.998136, -0.501534], [-5.330177, -4.419234, -0.294345], [-3.393707, -5.803357, -0.428575], [-4.242302, -5.353655, -2.588877], [-2.534328, -5.544662, -2.582775], [-4.177170, -2.964553, -2.744661], [-3.043175, -3.595743, -3.945807], [-1.796192, -1.553953, -3.977016], [-1.176683, -0.961294, -2.460497], [-2.936775, -0.944809, -2.842825], [-2.111553, 6.784331, -3.419247], [-2.479576, 5.644008, -2.698276], [-1.806626, 4.476661, -3.148137], [-2.385686, 3.275087, -2.442263], [-3.826708, 3.178856, -2.699715], [-4.392503, 1.953184, -2.191916], [-4.853384, 1.964536, -0.757162], [-6.023213, 2.733829, -0.633263], [-6.347598, 2.975075, 0.708813], [-2.254825, 6.639953, -4.494896], [-1.109386, 7.126433, -3.136363], [-2.794624, 7.587051, -3.127372], [-0.743910, 4.587855, -2.884175], [-1.925374, 4.383585, -4.235989], [-2.139163, 3.369754, -1.374720], [-1.937950, 2.391318, -2.900989], [-4.314558, 3.973184, -2.303232], [-3.762300, 1.091361, -2.420961], [-5.295900, 1.689094, -2.766773], [-4.110263, 2.295790, -0.010434], [-5.016445, 0.925639, -0.405175], [-5.504953, 3.387537, 1.273505], [-6.666943, 2.042048, 1.203276], [-7.208973, 3.639967, 0.739388], [-1.082866, 2.538547, 3.457391], [-0.358134, 2.303807, 2.277907], [-0.263220, 3.443122, 1.467321], [0.797566, 3.186773, 0.414893], [2.118572, 3.631101, 0.876469], [3.193140, 3.408147, -0.066062], [3.298340, 1.980445, -0.630616], [4.369856, 1.861268, -1.561405], [5.618236, 1.664004, -0.956121], [-1.191490, 1.591381, 3.974952], [-2.060446, 3.004571, 3.276462], [-0.584536, 3.268197, 4.120555], [-0.023182, 4.345172, 2.045069], [-1.220698, 3.650024, 0.961510], [0.558264, 3.676369, -0.532686], [0.823766, 2.109937, 0.209373], [2.323871, 3.234918, 1.784606], [4.127615, 3.647305, 0.447719], [3.136551, 4.094318, -0.918898], [2.409762, 1.698532, -1.192750], [3.421400, 1.296301, 0.223894], [5.653144, 0.686093, -0.454235], [5.921104, 2.452798, -0.259652], [6.388837, 1.627379, -1.729147], [-4.269981, -3.492152, -6.448966], [-4.060172, -2.140185, -6.086865], [-3.887685, -1.310054, -7.221842], [-3.432091, 0.065835, -6.782399], [-2.019003, 0.029451, -6.434560], [-1.417265, 1.346598, -6.258612], [-0.010393, 1.252829, -5.718284], [-0.058710, 0.952652, -4.338765], [1.193137, 1.087916, -3.688746], [-3.313791, -3.928892, -6.752124], [-5.028885, -3.603803, -7.230800], [-4.661195, -4.018077, -5.576774], [-4.809541, -1.289030, -7.826881], [-3.159019, -1.743833, -7.924477], [-4.034462, 0.322350, -5.896896], [-3.651054, 0.753959, -7.598097], [-1.905895, -0.509243, -5.587216], [-2.029512, 1.995914, -5.610373], [-1.365034, 1.824501, -7.242070], [0.496296, 2.200553, -5.940822], [0.515336, 0.458509, -6.267005], [1.143539, 1.877804, -2.937717], [1.989985, 1.315141, -4.404822], [1.522619, 0.156363, -3.219061], [-0.493667, -0.914475, 4.816622], [0.294269, -0.802337, 5.980951], [0.520588, 0.533213, 6.368014], [1.661186, 1.212805, 5.607356], [2.826807, 0.348678, 5.353520], [2.840431, -0.283884, 4.039005], [4.176005, -0.925663, 3.731166], [4.377373, -2.188438, 4.329515], [4.928261, -2.161159, 5.629467], [-0.716042, -1.975700, 4.662440], [-0.028817, -0.524696, 3.907556], [-1.484415, -0.458192, 4.973691], [0.773009, 0.491344, 7.431366], [-0.383657, 1.151898, 6.271297], [2.038250, 2.054986, 6.199182], [1.277133, 1.667986, 4.689035], [2.812767, -0.312095, 6.117961], [2.557157, 0.447368, 3.286627], [2.123287, -1.114141, 4.015805], [5.005027, -0.243569, 3.960715], [4.233065, -1.110763, 2.652691], [5.818394, -1.521323, 5.654500], [5.163272, -3.187957, 5.893748], [4.242238, -1.739436, 6.368427]], "atomic_forces_ev_per_a": [[-0.1, -0.3, 0.6], [-0.3, 2.2, 1.0], [2.8, -2.2, -0.5], [-0.5, 0.2, 0.1], [-0.7, 0.3, -0.2], [-0.4, 0.2, 0.1], [-2.9, -1.0, -1.2], [0.5, 0.4, 0.1], [0.6, -0.1, 0.7], [0.3, -0.2, -0.2], [1.5, -0.6, -1.5], [0.5, 1.8, 0.8], [-0.3, -0.4, -0.9], [-0.2, -0.1, 0.2], [-0.1, 0.0, 0.0], [-0.6, -1.3, 1.8], [0.4, 0.2, -0.2], [-0.6, 0.3, -0.1], [-0.2, 0.2, -0.4], [-0.6, -0.1, 0.3], [0.9, 0.4, 0.1], [-0.1, 0.1, -0.2], [0.3, -0.1, 0.9], [0.0, 0.1, -0.5], [0.1, -0.1, 0.0], [-0.3, -0.1, 0.1], [0.0, -0.2, -0.1], [0.0, -0.1, 0.0], [-0.2, 0.0, -0.5], [0.0, 0.1, -0.4], [0.1, 0.0, -0.2], [0.4, 0.5, 0.4], [-1.0, -0.5, 0.3], [0.6, 0.0, -0.2], [0.0, 0.1, 0.0], [-0.4, -0.4, -0.8], [0.2, 0.4, 0.3], [-0.8, -0.7, 0.2], [0.0, 0.0, 0.2], [0.0, 0.0, 0.1], [-0.1, -0.1, 0.2], [-0.1, -0.1, -0.5], [0.0, 0.0, 0.0], [0.3, -0.1, 0.0], [0.3, 0.1, 0.0], [-0.3, 0.1, 0.1], [0.1, -0.1, 0.0], [0.0, 0.0, 0.1], [0.3, 0.0, -0.1], [0.0, -1.2, -0.7], [0.3, 0.0, -0.1], [0.1, 0.1, 0.1], [0.1, 0.2, -0.1], [-0.7, 0.2, -0.1], [0.3, 0.2, 0.1], [-0.1, -0.4, 0.4], [-0.4, -0.4, -0.1], [0.5, 0.0, -0.2], [-0.9, 0.1, 0.4], [0.1, -0.9, 0.1], [0.3, 0.5, -0.2], [-0.1, 0.1, 0.0], [0.1, 0.0, 0.2], [0.2, -0.2, 0.0], [0.2, 0.0, -0.1], [0.0, 0.2, -0.1], [0.1, 0.1, -0.2], [0.1, 0.0, 0.0], [0.0, 0.1, 0.0], [-0.1, 0.1, 0.2], [0.1, 0.3, -0.3], [0.6, -0.1, -0.1], [-0.1, 0.0, -0.1], [0.0, 0.3, 0.1], [0.0, 0.0, -0.1], [0.0, -0.2, 0.1], [-0.1, -0.1, -0.1], [-0.5, 0.2, 0.3], [-0.1, -0.1, 0.1], [-0.5, -0.2, 0.5], [0.3, -0.1, 0.7], [-0.2, 0.4, -1.0], [-0.2, -0.7, -0.1], [-0.3, -0.3, 0.2], [0.1, 0.1, -0.7], [-0.3, 0.9, -0.5], [0.1, 0.1, -0.1], [-0.1, -0.2, 0.0], [0.3, 0.0, -0.1], [0.1, 0.2, -0.2], [0.3, 0.0, -0.1], [-0.2, -0.1, -0.3], [0.0, 0.1, -0.2], [0.3, 0.0, 0.1], [-0.1, 0.2, 0.1], [0.2, 0.2, 0.1], [0.1, 0.2, -0.1], [0.0, -0.1, 0.0], [0.2, -0.8, 0.1], [-0.1, -0.1, 0.3], [0.2, 0.1, 0.3], [-0.5, 0.6, 0.4], [-0.2, -0.4, 0.0], [0.0, 0.4, 0.2], [-0.5, 0.5, -0.3], [0.6, -0.1, 0.0], [-1.1, -0.4, -0.5], [0.6, -1.0, 1.1], [0.1, 0.3, -0.2], [-0.5, -0.4, 0.2], [0.4, 0.0, 0.0], [0.2, -0.2, -0.4], [0.0, -0.1, 0.0], [0.0, -0.2, -0.3], [0.1, 0.0, 0.0], [0.1, -0.4, 0.0], [0.3, -0.1, 0.4], [0.0, 0.1, -0.1], [0.5, 0.2, 0.4], [0.0, 0.4, 0.0], [0.2, 0.4, -0.5], [-0.4, 0.0, -0.3], [0.0, 0.1, 0.0], [0.2, 0.0, 0.0], [0.1, 0.2, -0.1], [-0.2, 0.7, 0.3], [0.2, 0.0, 0.4], [-0.2, 0.4, -0.9], [0.6, -0.3, 0.3], [-0.4, 0.4, -0.2], [0.4, -0.3, -0.2], [0.2, 0.4, 0.1], [-0.1, 0.3, 0.1], [0.7, 0.2, 0.7], [-0.2, 0.0, 0.0], [-0.1, -0.4, -0.2], [0.3, -0.3, -0.1], [0.2, -0.1, 0.1], [-0.1, -0.2, 0.2], [0.0, 0.2, 0.1], [-0.4, 0.1, 0.0], [0.0, -0.2, -0.1], [0.0, 0.0, 0.0], [-0.2, 0.1, 0.1], [0.1, 0.1, 0.2], [0.0, -0.2, -0.3], [0.0, 0.2, 0.2], [-0.3, 0.1, 0.1], [-0.1, 0.7, 0.4], [0.0, 0.2, 0.3], [-0.2, -0.1, 0.0], [-0.1, -0.3, -0.7], [-0.2, -0.8, 0.5], [0.2, 0.2, -0.4], [-0.3, -0.1, -0.1], [-0.3, -0.1, -0.4], [0.0, 0.0, 0.1], [0.5, -0.2, -0.2], [-0.2, -0.2, -0.2], [0.2, 0.1, -0.2], [0.2, 0.0, 0.1], [-0.2, 0.2, 0.4], [0.3, 0.0, 0.3], [-0.2, 0.3, -0.3], [0.3, 0.2, 0.1], [0.0, 0.0, 0.0], [0.1, 0.0, 0.0], [0.0, 0.0, 0.0], [0.1, 0.0, 0.4], [0.1, 0.1, 0.1], [0.0, 0.0, 0.0], [-0.1, 0.2, 0.0], [-0.4, 0.0, 0.2], [-0.6, -0.4, 0.1], [-0.2, -0.1, -0.2], [0.3, 0.3, 0.3], [0.5, 0.3, -0.2], [-0.5, 1.0, 0.1], [-0.1, -1.0, 1.1], [0.3, 0.4, -0.8], [-0.1, -0.2, 0.2], [-0.1, 0.4, -0.1], [0.4, 0.1, 0.2], [0.0, 0.1, 0.1], [0.2, 0.2, -0.1], [0.0, -0.1, 0.0], [-0.1, -0.2, 0.0], [-0.4, 0.0, 0.1], [0.2, -0.3, -0.2], [0.3, -0.4, -0.3], [0.1, 0.1, -0.1], [-0.1, 0.2, -0.3], [0.0, 0.0, 0.2], [-0.1, 0.0, 0.0], [0.1, -0.2, 0.0], [0.1, 0.0, 0.1], [-0.1, -0.2, 0.0]], "energy_ev": -168353.628, "total_charge": 0, "largest_force_ha_per_bohr": 0.0712, "gap_ev": 7.623, "lumo_energy_ev": -0.533, "e_above_lowest_ev": 0.000}


{"formula": "C3H6ClFN2", "method": "ωB97M-V/def2-TZVPD", "symbols": ["C", "C", "N", "N", "C", "F", "Cl", "H", "H", "H", "H", "H", "H"], "positions_angstrom": [[0.482978, 1.219307, 0.195226], [-0.283315, -0.180061, 0.067890], [0.391903, -1.140631, -0.528100], [1.593336, -0.935439, -0.831713], [-1.708885, -0.380345, 0.494399], [-1.840111, -1.717733, 0.563722], [-2.967853, 0.012167, -0.844374], [-0.114018, 2.131251, 0.687963], [1.163483, 1.266936, 1.019345], [1.071924, 1.638320, -0.585340], [2.042154, -1.883615, -0.877877], [2.259401, -0.158664, -0.732927], [-2.090995, 0.128501, 1.371790]], "atomic_forces_ev_per_a": [[-3.0, 1.2, 2.8], [2.3, 2.3, -1.2], [-5.4, 1.9, 3.2], [5.5, -2.9, -1.9], [0.3, -0.8, -2.2], [-0.5, -0.8, 1.1], [0.7, 0.5, 0.6], [0.2, -2.0, -1.8], [1.0, -1.1, 0.7], [-0.1, -0.1, -1.4], [0.0, 1.8, -0.5], [-1.2, 0.0, 0.5], [0.3, 0.1, 0.1]], "energy_ev": -21425.824, "total_charge": 0, "largest_force_ha_per_bohr": 0.1273, "gap_ev": 9.444, "lumo_energy_ev": 0.712, "e_above_lowest_ev": 2.693}